Molecular formula: C30H64O32S5
Method: DFT, wB97M-V/def2-TZVPD

Structure (ORCA input):
```
! RIJCOSX wB97M-V def2-TZVPD def2/J DEFGRID3
* xyz 0 1
C 3.458 -5.187 -0.162
C 3.610 -4.339 1.101
O 2.561 -3.367 1.185
S 1.424 -3.599 2.286
C 2.393 -3.311 3.756
O 0.493 -2.521 2.184
O 0.934 -4.946 2.245
H 2.381 -5.215 -0.364
H 3.845 -6.191 -0.051
H 3.757 -4.568 -1.011
H 3.551 -5.006 1.962
H 4.565 -3.821 1.085
H 3.191 -4.037 3.907
H 1.734 -3.455 4.610
H 2.818 -2.316 3.664
C -0.288 -1.228 -0.967
C 0.743 -0.319 -0.306
O 0.678 1.049 -0.838
S -0.148 2.096 0.047
C 1.111 2.451 1.242
O -0.273 3.271 -0.762
O -1.263 1.443 0.665
H -0.039 -1.232 -2.033
H -1.281 -0.812 -0.841
H -0.110 -2.238 -0.608
H 0.360 -0.267 0.716
H 1.772 -0.653 -0.371
H 1.126 1.650 1.979
H 0.784 3.344 1.784
H 2.019 2.740 0.726
C 4.365 3.980 5.441
C 3.642 2.697 5.834
O 3.161 2.141 4.589
S 2.641 0.618 4.656
C 1.072 0.872 5.450
O 2.364 0.105 3.354
O 3.544 -0.108 5.498
H 4.519 4.650 6.286
H 3.718 4.520 4.744
H 5.321 3.800 4.954
H 4.341 1.991 6.274
H 2.842 2.987 6.517
H 0.677 1.828 5.115
H 1.195 0.866 6.527
H 0.453 0.080 5.033
C 1.727 -6.048 -4.197
C 0.995 -5.389 -3.038
O 0.055 -6.345 -2.559
S -0.807 -6.021 -1.229
C 0.107 -7.117 -0.108
O -0.490 -4.673 -0.840
O -2.138 -6.481 -1.432
H 2.589 -5.465 -4.513
H 1.106 -6.322 -5.047
H 2.116 -6.997 -3.811
H 1.721 -5.000 -2.324
H 0.478 -4.503 -3.427
H -0.494 -7.025 0.797
H 1.096 -6.704 0.020
H 0.005 -8.116 -0.516
C -0.582 7.762 -1.472
C -1.747 7.014 -0.842
O -1.307 6.349 0.356
S -2.420 5.689 1.329
C -3.583 4.957 0.176
O -1.722 4.674 2.047
O -3.034 6.798 1.987
H 0.344 7.204 -1.429
H -0.530 8.753 -1.020
H -0.893 7.985 -2.495
H -2.535 7.734 -0.606
H -2.116 6.234 -1.513
H -4.270 4.401 0.807
H -2.990 4.326 -0.485
H -4.096 5.707 -0.417
O 4.688 -1.400 -1.206
C 4.148 -1.526 -2.247
O 3.391 -2.578 -2.600
C 2.640 -2.248 -3.788
C 3.438 -1.087 -4.345
O 4.169 -0.592 -3.228
H 2.711 -3.120 -4.431
H 1.625 -2.029 -3.468
H 2.773 -0.329 -4.759
H 4.104 -1.347 -5.167
O -6.119 -1.616 0.166
C -5.096 -2.183 0.347
O -4.785 -3.385 -0.148
C -3.367 -3.646 0.038
C -2.916 -2.509 0.944
O -4.040 -1.621 0.973
H -3.355 -4.590 0.584
H -2.887 -3.746 -0.928
H -2.096 -1.973 0.461
H -2.487 -2.748 1.916
O 2.953 7.855 5.045
C 2.290 7.442 4.167
O 0.945 7.526 4.080
C 0.517 6.758 2.961
C 1.755 6.691 2.093
O 2.792 6.827 3.057
H 0.152 5.782 3.285
H -0.294 7.269 2.451
H 1.760 7.473 1.331
H 1.777 5.755 1.536
O -6.101 -1.751 -3.419
C -5.483 -0.829 -3.054
O -4.301 -0.871 -2.418
C -3.913 0.375 -1.877
C -5.014 1.322 -2.474
O -5.743 0.468 -3.339
H -3.831 0.382 -0.797
H -2.947 0.619 -2.315
H -4.532 2.057 -3.117
H -5.647 1.768 -1.712
O -0.494 -1.124 -4.522
C -1.455 -1.826 -4.567
O -2.178 -2.188 -3.508
C -3.153 -3.183 -3.866
C -3.202 -3.022 -5.387
O -1.902 -2.474 -5.662
H -2.711 -4.151 -3.626
H -4.043 -2.979 -3.281
H -3.987 -2.330 -5.690
H -3.241 -3.947 -5.950
O 0.381 4.920 -3.115
H 0.619 4.468 -2.294
H -0.581 4.940 -3.102
O -0.985 0.096 3.008
H -1.780 -0.073 3.526
H -1.309 0.402 2.140
*
```

- calculated total energy (hartree) = -5580.1005
- SMILES = CCOS(C)(=O)=O.CCOS(C)(=O)=O.CCOS(C)(=O)=O.CCOS(C)(=O)=O.CCOS(C)(=O)=O.O=C1OCCO1.O=C1OCCO1.O=C1OCCO1.O=C1OCCO1.O=C1OCCO1.O.O
- gap between HOMO and LUMO (eV) = 10.9

---

Molecular formula: C6H8Cl3O3S
Method: DFT, wB97M-V/def2-TZVPD

Structure (ORCA input):
```
! RIJCOSX wB97M-V def2-TZVPD def2/J DEFGRID3
* xyz -1 1
C -0.341 0.311 -0.782
C 0.772 -0.510 -0.116
C -1.122 1.203 0.251
C 0.464 -1.271 1.243
C -1.230 0.548 1.584
C -0.734 -0.650 1.935
O 0.399 2.820 -1.810
O 1.620 2.697 0.311
O -0.291 4.256 -0.005
S 0.765 3.461 -0.621
Cl -2.444 1.431 2.614
Cl -0.920 -1.259 3.614
Cl 2.114 4.871 -1.172
H -0.044 1.116 -1.469
H -1.068 -0.389 -1.120
H 1.273 -1.209 -0.900
H 1.487 0.249 -0.079
H -0.538 2.103 0.317
H -2.210 1.465 -0.128
H 0.281 -2.381 1.282
H 1.342 -1.152 1.806
*
```

- calculated total energy (hartree) = -2237.9609
- gap between HOMO and LUMO (eV) = 9.2
- relative energy (zero: lowest compared OMol25 entry of this formula, charge and spin) (eV) = 0.098